one:
140
Properties=species:S:1:pos:R:3:mulliken_charge:R:1 method="wB97M-V/def2-TZVPD" homo_energy_ev=-9.15 homo_lumo_gap_ev=8.95 total_charge=0
C -5.370 -6.956 -17.511 -0.975
C -5.782 -8.430 -17.872 0.533
O -6.045 -9.144 -16.679 -0.532
O -6.426 -6.222 -17.168 -0.514
H -4.822 -6.576 -18.374 0.194
H -4.629 -6.814 -16.724 0.582
H -4.918 -8.862 -18.376 0.073
H -6.682 -8.491 -18.485 -0.042
H -5.270 -9.013 -16.128 0.273
H -6.601 -6.448 -16.251 0.351
C -6.165 -13.228 -24.723 -0.929
C -6.175 -12.134 -23.595 0.675
O -7.453 -11.524 -23.543 -0.541
O -6.982 -14.380 -24.402 -0.354
H -5.137 -13.575 -24.819 0.280
H -6.550 -12.708 -25.601 0.484
H -5.389 -11.418 -23.835 0.330
H -5.798 -12.613 -22.692 -0.544
H -7.422 -10.863 -24.238 0.320
H -7.711 -14.301 -25.021 0.263
C -4.066 -15.317 -21.849 0.629
C -3.241 -16.313 -22.666 -0.583
O -3.916 -17.597 -22.562 -0.577
O -3.950 -15.700 -20.523 -0.040
H -5.108 -15.344 -22.169 -0.335
H -3.564 -14.388 -22.120 -0.208
H -2.246 -16.494 -22.260 0.299
H -3.179 -16.022 -23.715 0.432
H -3.764 -17.844 -21.647 0.277
H -3.112 -15.440 -20.135 0.073
C -2.399 -7.885 -22.017 -0.652
C -2.991 -9.092 -22.786 0.636
O -4.157 -8.575 -23.383 -0.536
O -3.280 -7.347 -20.983 -0.464
H -2.209 -7.041 -22.680 0.391
H -1.514 -8.106 -21.420 0.289
H -3.370 -9.867 -22.119 -0.434
H -2.190 -9.432 -23.441 0.385
H -4.891 -8.704 -22.778 0.253
H -3.687 -6.549 -21.327 0.253
C -2.596 -11.582 -16.596 0.655
C -2.867 -12.891 -15.835 -0.280
O -1.692 -13.637 -15.528 -0.563
O -2.138 -10.565 -15.754 -0.596
H -3.576 -11.249 -16.937 -0.341
H -1.958 -11.708 -17.471 0.049
H -3.438 -13.469 -16.561 0.034
H -3.579 -12.726 -15.027 0.333
H -1.390 -13.495 -14.628 0.353
H -1.221 -10.817 -15.623 0.341
C -6.630 -12.411 -15.117 -0.131
C -7.932 -11.582 -14.917 -0.616
O -8.273 -10.865 -16.101 -0.502
O -6.812 -13.397 -16.172 -0.602
H -6.245 -12.862 -14.202 0.452
H -5.868 -11.709 -15.458 -0.063
H -7.618 -10.803 -14.222 0.376
H -8.755 -12.094 -14.418 0.339
H -7.477 -10.394 -16.359 0.294
H -7.296 -13.009 -16.905 0.244
C -11.029 -14.833 -20.021 0.520
C -12.396 -14.633 -19.284 -0.522
O -13.437 -15.443 -19.921 -0.540
O -11.022 -14.077 -21.191 -0.661
H -10.895 -15.890 -20.251 0.212
H -10.173 -14.582 -19.395 -0.325
H -12.654 -13.575 -19.318 0.295
H -12.321 -14.924 -18.236 0.281
H -13.101 -16.312 -20.152 0.306
H -10.223 -14.246 -21.696 0.560
C -4.386 -19.191 -19.150 -0.849
C -5.753 -18.495 -19.483 -0.310
O -5.729 -17.148 -19.042 -0.337
O -3.399 -18.647 -20.047 -0.510
H -4.667 -20.234 -19.295 0.397
H -4.074 -19.091 -18.111 0.392
H -6.513 -19.042 -18.926 0.515
H -5.990 -18.589 -20.542 0.116
H -4.974 -16.701 -19.432 0.099
H -2.575 -19.071 -19.794 0.265
C -9.523 -10.682 -20.850 0.042
C -10.414 -9.447 -20.309 -0.839
O -10.426 -8.255 -21.111 -0.564
O -8.176 -10.207 -20.809 0.109
H -9.885 -10.887 -21.858 0.344
H -9.746 -11.542 -20.219 0.047
H -10.373 -9.135 -19.266 0.306
H -11.449 -9.772 -20.207 0.462
H -9.611 -7.824 -20.842 0.294
H -7.849 -10.839 -21.454 -0.320
C -8.432 -16.834 -17.871 -0.192
C -8.351 -16.818 -16.353 -0.876
O -8.678 -15.578 -15.766 -0.541
O -7.805 -15.681 -18.500 0.078
H -9.501 -16.862 -18.079 0.180
H -8.140 -17.791 -18.305 0.227
H -7.286 -16.865 -16.125 0.310
H -8.726 -17.749 -15.929 0.447
H -8.079 -14.948 -16.172 0.257
H -6.920 -15.907 -18.796 0.050
C -6.765 -6.813 -22.412 -0.580
C -7.137 -5.978 -21.182 -0.248
O -8.383 -6.352 -20.660 -0.503
O -6.641 -8.196 -22.218 -0.286
H -5.889 -6.523 -22.993 0.507
H -7.596 -6.811 -23.117 0.359
H -7.146 -4.910 -21.399 0.490
H -6.322 -6.065 -20.464 -0.116
H -8.640 -5.820 -19.903 0.253
H -7.403 -8.532 -21.740 0.051
C -8.131 -16.147 -21.754 1.936
C -8.355 -17.414 -22.659 -0.692
O -9.607 -17.975 -22.427 -0.596
O -8.849 -15.065 -22.315 -0.489
H -7.073 -15.943 -21.586 -1.407
H -8.463 -16.394 -20.745 -0.198
H -7.578 -18.159 -22.490 0.354
H -8.131 -17.177 -23.699 0.303
H -10.367 -17.458 -22.703 0.348
H -8.185 -14.572 -22.803 0.193
C -5.347 -11.837 -19.540 0.328
C -6.083 -13.161 -19.788 1.014
O -7.451 -13.150 -19.348 0.638
O -5.405 -10.908 -20.589 0.673
H -4.304 -12.123 -19.404 -0.236
H -5.606 -11.414 -18.569 -0.391
H -5.577 -13.847 -19.110 0.157
H -6.051 -13.703 -20.733 -1.014
H -7.703 -14.021 -19.031 0.042
H -6.121 -10.274 -20.499 -0.415
C -1.084 -11.672 -20.486 0.451
C -0.476 -12.018 -21.868 -0.648
O -0.134 -10.923 -22.685 -0.511
O -0.047 -11.198 -19.613 -0.597
H -1.602 -12.491 -19.987 0.125
H -1.750 -10.810 -20.524 -0.135
H -1.211 -12.588 -22.437 0.151
H 0.386 -12.684 -21.887 0.509
H 0.660 -10.539 -22.307 0.330
H 0.691 -11.811 -19.643 0.333


two:
140
Properties=species:S:1:pos:R:3:mulliken_charge:R:1 method="wB97M-V/def2-TZVPD" homo_energy_ev=-9.59 homo_lumo_gap_ev=9.79 total_charge=0
C -1.354 0.631 -4.211 0.956
C -2.345 0.491 -5.336 -0.814
O -2.003 -0.519 -6.314 -0.521
O -0.575 1.813 -4.287 -0.600
H -0.776 -0.282 -4.016 -0.171
H -1.925 0.668 -3.269 -0.160
H -2.519 1.449 -5.847 0.317
H -3.387 0.309 -5.039 0.350
H -2.851 -0.750 -6.701 0.310
H -0.363 2.010 -3.363 0.328
C 0.435 -2.333 4.918 0.017
C 1.482 -3.338 4.466 -0.156
O 1.243 -4.593 5.106 -0.547
O -0.867 -2.856 4.685 -0.665
H 0.566 -1.433 4.317 -0.077
H 0.658 -2.163 5.976 0.357
H 2.493 -2.986 4.706 0.543
H 1.540 -3.426 3.378 -0.217
H 1.927 -4.710 5.769 0.326
H -0.975 -3.544 5.358 0.294
C 1.073 -0.778 0.378 0.326
C -0.336 -0.175 0.303 1.523
O -1.285 -1.238 0.282 0.424
O 1.204 -1.643 1.483 -0.094
H 1.777 0.038 0.530 -0.181
H 1.276 -1.281 -0.572 -0.322
H -0.503 0.509 -0.531 -0.099
H -0.558 0.446 1.174 -1.104
H -1.113 -1.739 1.097 -0.274
H 0.822 -2.520 1.352 -0.072
C 0.541 4.236 -1.491 0.070
C -0.491 5.320 -1.187 0.144
O -1.057 5.868 -2.343 -0.638
O -0.089 2.972 -1.712 0.325
H 1.199 4.145 -0.617 -0.773
H 1.271 4.545 -2.241 0.629
H -0.091 6.070 -0.491 0.369
H -1.253 4.915 -0.497 -0.264
H -0.961 5.275 -3.092 0.352
H -0.372 2.750 -0.813 -0.306
C 4.929 -0.851 0.261 -0.030
C 5.324 -1.696 -0.938 -0.358
O 4.491 -1.257 -2.043 -0.313
O 5.479 0.465 0.121 -0.486
H 5.269 -1.264 1.212 0.446
H 3.853 -0.698 0.201 -0.268
H 5.124 -2.765 -0.822 0.244
H 6.369 -1.616 -1.248 0.434
H 4.942 -1.615 -2.814 0.201
H 6.438 0.406 0.095 0.307
C 0.347 -4.267 -4.494 -0.698
C 1.712 -3.612 -4.286 -0.466
O 1.649 -2.735 -3.162 -0.151
O -0.084 -5.049 -3.428 -0.392
H 0.235 -4.762 -5.465 0.396
H -0.277 -3.365 -4.659 0.350
H 1.987 -3.050 -5.181 0.288
H 2.481 -4.379 -4.170 0.405
H 0.747 -2.394 -3.185 0.022
H -1.002 -5.320 -3.461 0.269
C -5.783 -0.708 0.229 0.029
C -6.415 -1.962 0.729 -0.483
O -6.564 -2.922 -0.306 -0.572
O -4.439 -0.948 -0.332 -0.233
H -5.465 0.031 0.967 0.097
H -6.308 -0.222 -0.591 0.182
H -7.446 -1.743 1.022 0.361
H -5.896 -2.448 1.561 0.144
H -5.695 -3.194 -0.630 0.372
H -3.724 -0.764 0.289 0.050
C -3.487 2.207 0.576 1.221
C -4.340 2.519 -0.642 -0.743
O -5.561 3.177 -0.252 -0.583
O -3.031 3.365 1.212 -0.385
H -2.678 1.561 0.215 -0.369
H -4.117 1.590 1.236 -0.599
H -4.618 1.636 -1.220 0.396
H -3.860 3.231 -1.320 0.305
H -6.272 2.533 -0.256 0.352
H -3.716 4.039 1.110 0.333
C -0.272 5.710 2.492 -0.501
C 0.703 4.600 2.227 0.351
O 0.039 3.430 1.784 0.039
O 0.414 6.944 2.672 -0.567
H -0.927 5.446 3.332 0.331
H -0.958 5.853 1.648 0.186
H 1.317 4.455 3.118 0.493
H 1.381 4.896 1.424 -0.546
H 0.257 2.650 2.298 -0.065
H -0.246 7.640 2.642 0.330
C 2.633 1.510 -2.460 0.808
C 3.588 2.100 -3.448 -0.783
O 3.176 3.435 -3.881 -0.491
O 2.986 1.510 -1.070 0.130
H 2.393 0.461 -2.672 -0.144
H 1.651 1.974 -2.497 -0.403
H 3.620 1.555 -4.400 0.504
H 4.648 2.117 -3.169 0.293
H 3.454 3.495 -4.796 0.277
H 3.734 0.899 -1.014 -0.264
C 1.270 -5.003 -0.137 -0.156
C 2.724 -4.534 -0.137 0.019
O 3.211 -4.571 -1.470 -0.565
O 1.197 -6.359 -0.524 -0.661
H 0.628 -4.258 -0.621 0.223
H 0.895 -5.006 0.896 0.187
H 3.397 -5.141 0.476 0.445
H 2.835 -3.544 0.337 -0.089
H 2.724 -3.823 -1.854 0.203
H 1.122 -6.381 -1.487 0.352
C -2.982 -4.632 0.494 -0.500
C -2.726 -3.836 1.773 -0.156
O -1.284 -3.728 1.977 -0.179
O -3.645 -3.869 -0.517 -0.580
H -3.610 -5.515 0.631 0.387
H -2.078 -5.063 0.047 0.043
H -3.065 -4.380 2.652 0.558
H -3.097 -2.823 1.615 0.132
H -1.199 -3.745 2.941 0.067
H -3.082 -3.110 -0.722 0.221
C 4.501 3.414 1.712 -0.134
C 4.343 4.664 0.845 0.101
O 5.477 5.515 0.860 -0.594
O 3.374 2.550 1.618 -0.283
H 4.709 3.617 2.759 0.285
H 5.324 2.852 1.247 0.129
H 3.495 5.252 1.199 -0.003
H 4.121 4.355 -0.183 0.086
H 6.207 5.024 0.467 0.338
H 3.429 2.099 0.763 0.153
C -1.775 0.571 3.436 1.371
C -2.719 1.341 4.363 -0.520
O -3.136 0.625 5.508 -0.626
O -2.216 -0.761 3.313 -0.318
H -0.770 0.615 3.872 0.195
H -1.809 1.134 2.506 -1.155
H -3.610 1.635 3.789 0.197
H -2.287 2.300 4.655 0.310
H -3.600 -0.152 5.177 0.352
H -1.940 -1.315 4.054 0.209


Stability ranking, top entry: two; the second entry is 0.0314 hartree less favorable.